8
Properties=species:S:1:pos:R:3 method="wB97M-V/def2-TZVPD" multiplicity=1 total_charge=+1 homo_ev=-15.334 lumo_ev=-7.32
C 0.75676 0.30989 1.83072
C -0.27833 0.22153 -1.24585
N 1.45536 0.00343 2.67726
S -0.72160 0.02293 -2.79507
H 0.27774 1.35897 -0.68548
H -1.08991 -1.02752 -0.96012
H 1.52017 -0.56763 3.53707
H -1.92018 -0.32160 -2.35852

=====

8
Properties=species:S:1:pos:R:3 method="wB97M-V/def2-TZVPD" multiplicity=3 total_charge=+1 homo_ev="-13.787 / -16.341" lumo_ev="-3.84 / -8.04"
C 0.09621 -0.26992 -0.05294
C 1.45973 -0.73976 0.04826
N -0.38193 0.95206 0.01329
S 2.77733 0.24404 -0.01350
H -0.63571 -1.05977 -0.21108
H 1.58160 -1.81062 0.12833
H -1.37335 1.13278 -0.07909
H 0.23706 1.74615 0.16170

=====

8
Properties=species:S:1:pos:R:3 method="wB97M-V/def2-TZVPD" multiplicity=1 smiles="C=O.C=O" homo_ev=-9.720 lumo_ev=1.10
O -3.08347 1.08549 -3.51302
C -4.06437 1.63016 -3.93014
H -5.03230 1.27055 -3.50677
H -4.11192 2.50320 -4.62368
O -0.42937 1.14476 -3.45560
C 0.68082 0.66121 -3.47457
H 0.83744 -0.20642 -4.15879
H 1.59205 1.10333 -3.00592

=====

8
Properties=species:S:1:pos:R:3 method="wB97M-V/def2-TZVPD" multiplicity=1 smiles="CC(=O)O" homo_ev=-10.850 lumo_ev=0.84
C 0.90884 0.04924 -0.06455
C -0.51725 0.27520 -0.11040
H 1.26437 -0.93489 -0.25253
H 1.21065 0.25821 0.88063
H 1.45216 0.72374 -0.59022
H -1.96023 -0.69611 0.31887
O -1.19777 -0.95545 -0.11113
O -1.16077 1.28005 -0.07068

=====

8
Properties=species:S:1:pos:R:3 method="wB97M-V/def2-TZVPD" multiplicity=1 smiles=O[C@H]1CO1 homo_ev=-10.759 lumo_ev=1.00
C 0.78686 -0.07249 -0.07872
C -0.43923 0.50896 0.43130
O 0.37880 1.28762 -0.31188
O -1.85844 -0.04726 -0.05293
H 1.73830 -0.05792 0.47965
H 0.86494 -0.64429 -0.88118
H -0.40885 0.85526 1.52065
H -2.17371 0.69870 -0.66094

=====

8
Properties=species:S:1:pos:R:3 method="wB97M-V/def2-TZVPD" multiplicity=1 smiles="C=O.C=O" homo_ev=-10.265 lumo_ev=0.28
O 0.18304 0.42932 -1.98785
C 0.62155 -0.72682 -1.99402
H 1.69399 -0.93801 -1.76878
H -0.03031 -1.60687 -2.20858
O -1.37156 0.55537 2.94055
C -0.58013 0.71226 1.99452
H -0.43073 -0.11190 1.25702
H -0.08586 1.68667 1.76715

=====

9
Properties=species:S:1:pos:R:3 method="wB97M-V/def2-TZVPD" multiplicity=1 total_charge=+1 homo_ev=-16.902 lumo_ev=-6.75
C -0.07014 -0.10254 -0.88033
C 0.62706 0.43008 0.45279
O 0.69490 0.40097 -1.96804
O 1.76776 1.10290 -0.03889
P 2.02871 1.12152 -1.57121
H -0.07486 -1.22183 -0.71164
H -0.99590 0.42417 -0.93301
H -0.18058 0.95732 1.03007
H 1.04431 -0.53478 1.01765

=====

9
Properties=species:S:1:pos:R:3 method="wB97M-V/def2-TZVPD" multiplicity=1 total_charge=+1 homo_ev="-14.880 / -14.883" lumo_ev="-7.99 / -7.99"
C -0.67024 0.09438 0.63274
C -0.11708 -0.03476 -0.83501
O -1.92211 0.51709 0.54049
O -1.17476 -0.28210 -1.73175
P -2.63643 -0.13811 -1.45321
H -0.75554 -0.79200 1.23385
H 0.12251 0.70196 1.28870
H 0.31925 0.96479 -1.03100
H 0.85041 -0.61147 -1.03604

=====

9
Properties=species:S:1:pos:R:3 method="wB97M-V/def2-TZVPD" multiplicity=1 smiles="CC=S(=O)=O" homo_ev=-9.681 lumo_ev=-0.42
C -1.12013 0.67489 0.22535
C 0.21655 -0.25309 0.24538
O -2.87947 1.49357 1.88960
O -1.01858 0.06124 2.85173
S -1.77483 0.62446 1.72370
H -1.66181 0.56145 -0.67865
H -0.18075 -1.15390 -0.18626
H 0.63194 -0.26543 1.19060
H 0.84683 0.13319 -0.49570

=====

9
Properties=species:S:1:pos:R:3 method="wB97M-V/def2-TZVPD" multiplicity=1 smiles="O=C1CS1.O" homo_ev=-10.082 lumo_ev=0.46
C 1.11084 -0.36291 -0.23356
C 1.10834 0.72462 0.65398
O 0.61510 -1.41094 -0.45127
O -2.41143 -0.47807 -0.18482
S 2.18863 0.88566 -0.83652
H 1.42892 0.63756 1.59904
H 0.16061 1.40658 0.65462
H -2.39571 -0.14324 -1.17098
H -1.80530 -1.25926 -0.03050

=====

For each record above, in turn, the calculated energy above the lowest of the compared OMol25 structures with the same formula, charge and spin values are 585.34; 0.00; 262.10; 66.61; 302.03; 247.09; 76.45; 379.64; 314.73; 186.76 kJ/mol.
For each record above, in turn, the calculated E values are -14449.270; -14454.953; -6231.591; -6233.617; -6231.177; -6231.746; -15514.463; -15511.321; -17066.009; -17067.335 eV.